# 1
Density functional theory data (wB97M-V/def2-TZVPD) for the molecule C7H11ClO.

## Properties
Maximum force ... 4.50 eV/Å
Electronic energy ... -22005.2001 eV
LUMO energy ... 0.7 eV

Each line ends with the natural charge from an NBO analysis.
Cartesian coordinates (Å):
C -0.76415 1.44941 1.04261  -0.6149
C -0.41874 0.06367 0.50635  -0.0080
C -1.57237 -0.57316 -0.27019  -0.6210
C 0.41899 -0.98839 1.38971  -0.5130
C 1.45820 -1.09712 0.30340  0.6018
O 2.23228 -1.90876 -0.06900  -0.5041
C 0.88188 0.13402 -0.41159  -0.1105
C 0.76006 0.15133 -1.89714  -0.6534
Cl 1.94943 1.33321 0.27424  -0.0191
H -0.53898 2.27695 0.25224  0.2162
H -0.04161 1.78560 1.69178  0.2230
H -1.70702 1.41746 1.38674  0.2064
H -1.59911 -1.61363 -0.07722  0.2102
H -1.29382 -0.36628 -1.25505  0.2120
H -2.56044 -0.23072 0.03195  0.2192
H -0.05339 -1.84639 1.56125  0.2205
H 0.69135 -0.51419 2.24272  0.2361
H 1.76514 0.52941 -2.18873  0.2482
H -0.07369 0.77434 -2.26789  0.2213
H 0.46600 -0.77676 -2.24618  0.2293



# 2
Density functional theory data (wB97M-V/def2-TZVPD) for a cluster of 4 separate species, C27H66B3I2N6O4 in total.

## Properties
Maximum force ... 1.90 eV/Å
Electronic energy ... -64434.0651 eV
LUMO energy ... 2.2 eV
Net charge ... -1

Each line ends with the Mulliken charge.
Cartesian coordinates (Å):
C 1.94786 3.49166 -0.78729  -0.8447
C 0.93386 2.58679 -0.81371  0.1450
C 0.00856 2.37129 -1.95463  -0.6343
B 0.78734 1.81561 -3.32314  0.8767
B 0.68345 2.99442 -4.59112  0.3303
N 1.65515 3.07537 -5.70370  -0.5171
O -0.37365 3.94132 -4.68842  -0.6908
O 0.16225 0.56089 -3.92717  -0.5848
C 1.23746 -0.14652 -4.45636  -1.4674
B 0.89161 -1.56167 -5.04100  0.7373
N -0.44689 -1.96150 -5.27974  -0.5366
O 1.91918 -2.45139 -5.40308  -0.7448
C 2.34158 -0.00840 -3.36380  2.2792
C 3.81138 -0.09795 -3.96882  -1.3199
N 4.64086 1.09356 -3.74200  -0.4638
C 2.26030 -1.07496 -2.25519  -2.2085
I 3.42982 -0.41349 -0.55742  0.0304
C 0.82902 -1.54730 -1.88631  -0.1428
C 0.85878 -3.07661 -1.76647  -1.3037
I 0.05082 -0.89646 0.01352  0.1247
O 2.16583 1.30813 -2.98284  -0.3070
H 1.83608 4.55661 -0.97298  0.2202
H 2.94841 3.15885 -0.51890  0.0849
H 0.76676 1.99191 0.08295  0.2796
H -0.53652 3.30911 -2.14191  0.2834
H -0.76825 1.64799 -1.67448  0.1282
H 1.48268 3.92693 -6.23621  0.2473
H 1.51099 2.32708 -6.37520  0.1684
H -0.20089 4.66600 -4.08351  0.2670
H 1.72528 0.37162 -5.30497  0.0220
H -1.11724 -1.57852 -4.62849  0.2655
H -0.53830 -2.96208 -5.38354  0.2102
H 2.43428 -2.70760 -4.63957  0.3091
H 3.69845 -0.23421 -5.04364  0.3791
H 4.33667 -0.95937 -3.55021  0.3342
H 5.40739 0.84639 -3.13082  0.2346
H 5.06596 1.36244 -4.61818  0.2323
H 2.79864 -1.95602 -2.59384  0.9007
H 0.08986 -1.21315 -2.60257  0.5913
H 1.35849 -3.52601 -2.62577  0.1949
H -0.13219 -3.49651 -1.61106  0.3420
H 1.45122 -3.32737 -0.88509  0.5355
C 1.17499 -6.84248 -0.02524  -1.2845
C 0.10134 -7.61186 0.73060  -0.3988
N -0.49348 -6.84678 1.80944  0.1726
C -1.31211 -7.64445 2.70184  -0.5957
C -2.58571 -8.28961 2.13923  -0.9890
C -1.04170 -5.55504 1.43074  -0.4626
C -2.13726 -5.52219 0.35638  -1.1413
H 1.94293 -6.47608 0.65691  0.3343
H 1.65190 -7.49839 -0.75516  0.4687
H 0.76572 -5.99220 -0.57167  0.1235
H 0.56213 -8.50110 1.17066  0.4969
H -0.64631 -7.97653 0.00673  0.2736
H -1.57891 -7.02808 3.56496  0.2773
H -0.67468 -8.44079 3.10091  0.4409
H -3.38266 -7.56117 1.99571  0.1749
H -2.95864 -9.03611 2.84430  0.4177
H -2.40467 -8.79706 1.19117  0.2807
H -0.21798 -4.92349 1.08991  0.2703
H -1.41184 -5.06078 2.33089  0.0999
H -1.90464 -6.17204 -0.48887  0.3837
H -2.23454 -4.50542 -0.03094  0.3509
H -3.11237 -5.80773 0.75071  0.3113
C -3.59779 -4.31107 4.16485  -1.4291
C -3.49298 -3.05688 3.30905  -0.1147
N -4.78046 -2.44417 3.03863  0.0683
C -4.72599 -1.41926 2.00825  -0.6892
C -3.90958 -0.15117 2.28271  -0.9660
C -5.58045 -2.12607 4.20603  -0.7055
C -4.97845 -1.18545 5.26011  -1.0033
H -4.28119 -5.03313 3.71375  0.2633
H -2.61664 -4.77971 4.25317  0.4278
H -3.94349 -4.09257 5.17616  0.4306
H -3.04945 -3.33240 2.34846  0.2625
H -2.78446 -2.36161 3.78676  0.1298
H -5.75114 -1.13548 1.75348  0.3880
H -4.32481 -1.89031 1.10571  0.3657
H -4.41629 0.52431 2.97180  0.2599
H -3.76664 0.39526 1.34910  0.4006
H -2.91966 -0.37757 2.67966  0.2338
H -5.84368 -3.06493 4.70077  0.3914
H -6.53410 -1.71792 3.86157  0.3764
H -3.94040 -1.43332 5.48521  0.2632
H -5.54304 -1.26939 6.19166  0.3708
H -5.02121 -0.14201 4.95274  0.2871
C 3.31603 6.11951 2.46382  -1.4046
C 3.38323 7.17523 1.37055  -0.3896
N 2.08316 7.64857 0.93756  0.1962
C 2.13163 8.43062 -0.28236  -0.6998
C 2.87667 9.77287 -0.25663  -1.0448
C 1.22023 8.15707 1.98505  -0.7706
C 1.72997 9.32960 2.83733  -0.9672
H 2.69509 5.27790 2.15446  0.2689
H 4.31926 5.74182 2.66575  0.4375
H 2.92421 6.51719 3.40203  0.3189
H 3.88089 6.72180 0.50966  0.4506
H 4.03771 7.99523 1.71354  0.2417
H 1.10619 8.59917 -0.62269  0.4401
H 2.58994 7.80078 -1.05051  0.3367
H 2.30985 10.54650 0.26102  0.2170
H 3.03229 10.12219 -1.27967  0.4224
H 3.85751 9.68905 0.21254  0.2735
H 0.98293 7.32809 2.65605  0.3984
H 0.26305 8.42948 1.53317  0.3798
H 2.76841 9.19258 3.14214  0.2487
H 1.13096 9.40869 3.74748  0.3727
H 1.64880 10.28349 2.31750  0.2689



# 3
Density functional theory data (wB97M-V/def2-TZVPD) for a cluster of 2 separate species, CH2FIS in total.

## Properties
Maximum force ... 4.68 eV/Å
Electronic energy ... -22720.0575 eV
LUMO energy ... -0.5 eV

Each line ends with the natural charge from an NBO analysis.
Cartesian coordinates (Å):
C 0.18374 0.41451 -0.19388  -0.0644
F -0.12201 1.65279 -0.49641  -0.3507
S -0.88423 -0.08746 1.29826  -0.0283
I -0.14458 -0.86911 -1.90818  0.1258
H 1.60516 0.16841 0.43411  0.1972
H -0.63808 -1.27913 0.86611  0.1203



# 4
Density functional theory data (wB97M-V/def2-TZVPD) for the ion C5H8N3O with charge +1.

## Properties
Maximum force ... 5.55 eV/Å
Electronic energy ... -11822.7094 eV
LUMO energy (alpha / beta) ... -5.2 / -5.2 eV
Net charge ... +1

Each line ends with the natural charge from an NBO analysis.
Cartesian coordinates (Å):
C 0.39746 -1.61450 1.53025  -0.6873
C -0.21709 -0.54340 0.68756  0.4976
N -1.50807 -0.30487 0.64941  -0.4679
C -1.87326 0.56777 -0.30907  0.0202
C -0.69718 0.95307 -0.92943  0.1566
N -0.26429 2.05107 -1.62478  0.0831
O -0.98506 2.79360 -2.26045  -0.1969
N 0.41570 0.24437 -0.21771  -0.2651
C 1.70450 0.33010 -0.75622  -0.4644
H 0.61937 -2.52759 1.00218  0.2772
H 1.41062 -1.33338 1.74724  0.2663
H -0.24226 -1.86451 2.41398  0.2635
H -2.12816 -0.73906 1.30586  0.4541
H -2.96225 0.74633 -0.65244  0.2964
H 1.89976 1.37566 -1.20102  0.2879
H 2.42680 0.36981 0.00320  0.2360
H 2.00341 -0.50447 -1.38857  0.2427